Entry from the OMol25 dataset: the ion C10H12O2P with charge -1 at a distorted geometry (ωB97M-V with the def2-TZVPD basis set).

Last column: natural (NBO) charge in e.
Cartesian coordinates (Å):
P  0.77238  -0.69866  -0.98690  1.867
O  -2.29290  -0.57469  0.55469  -0.673
O  1.85997  -1.66517  -1.27867  -1.140
C  -0.65103  0.56151  1.94377  -0.326
C  1.11658  1.02745  -1.20487  -0.898
C  1.14066  -1.50269  1.58486  -0.100
C  -0.73532  -0.68280  -2.00211  -0.827
C  -0.24094  1.67580  -1.14904  -0.436
C  -0.05861  -1.46455  0.77101  -0.608
C  1.52250  -0.45750  2.35269  -0.319
C  0.61034  0.60018  2.49910  -0.169
C  -1.12598  -0.48971  1.01188  0.484
C  -1.16913  0.83529  -1.98478  -0.381
H  -2.12003  0.92766  -1.61526  0.210
H  -1.43296  -1.60529  -1.82501  0.242
H  1.97678  1.28146  -0.52791  0.204
H  1.65119  -2.47284  1.35686  0.225
H  -1.52882  1.24364  2.11269  0.212
H  -1.01268  1.36673  -3.02967  0.184
H  2.37623  -0.45096  2.86800  0.198
H  -0.05674  2.72509  -1.61494  0.184
H  -0.62390  1.69524  -0.18549  0.185
H  -0.43687  -0.83662  -3.06691  0.236
H  -0.25501  -2.46370  0.35560  0.249
H  0.71427  1.42515  3.06041  0.196

* ΔE to the lowest compared entry with this formula, charge and spin: 58.5 kcal per mole
* 2S+1: 1
* SMILES: O=C1C=CC=C[C@@H]1[P@]1([O-])=CCCC1
* charge: -1
* HOMO level (alpha / beta): -3.1 / -3.1 eV



Entry from the OMol25 dataset: a cluster of 2 separate species, C10H12S2 in total at a distorted geometry (ωB97M-V with the def2-TZVPD basis set).

Last column: natural (NBO) charge in e.
Cartesian coordinates (Å):
S  -3.43341  0.99957  1.96709  0.067
S  0.32040  3.34453  2.96632  0.068
C  1.90170  -0.37255  0.43157  -0.195
C  -0.46221  1.25145  -1.87821  -0.435
C  0.25408  0.25573  -1.32048  0.022
C  0.89973  1.97879  2.09893  -0.345
C  0.82727  0.44319  0.09399  -0.071
C  0.47611  -1.07121  -2.01321  -0.496
C  1.81153  -1.61674  -1.63601  -0.150
C  0.37980  1.53814  0.94317  -0.244
C  -2.31531  0.28046  1.04916  -0.490
C  2.44066  -1.24642  -0.52031  -0.247
H  -1.54360  -0.42622  1.33154  0.203
H  2.31988  -2.21380  -2.39666  0.211
H  -0.62827  2.30148  -1.48502  0.211
H  3.36311  -1.81628  -0.23223  0.218
H  -0.81454  3.68289  2.28629  0.137
H  -0.87651  1.13538  -2.86010  0.197
H  -2.25009  0.80743  0.00145  0.208
H  -0.62673  2.08814  0.58372  0.209
H  2.42266  -0.31792  1.43771  0.209
H  1.76863  1.46779  2.44478  0.227
H  0.35044  -0.97266  -3.10644  0.237
H  -0.38824  -1.46145  -1.42658  0.248

* ΔE to the lowest compared entry with this formula, charge and spin: 60.9 kcal per mole
* 2S+1: 1
* SMILES: C=C1CC=CC=C1/C=C/S.C=S
* charge: 0
* HOMO level: -7.6 eV



Entry from the OMol25 dataset: an isolated molecule of C10H12Si at a distorted geometry (ωB97M-V with the def2-TZVPD basis set).

Last column: natural (NBO) charge in e.
Cartesian coordinates (Å):
Si  0.81443  0.18653  0.32321  1.614
C  2.09986  -0.60789  -0.76246  -0.705
C  -0.68073  -0.99073  0.55954  -0.694
C  1.38909  0.37612  2.13517  -1.086
C  -1.78320  -0.18150  1.09213  -0.181
C  0.19948  1.75413  -0.45947  -0.480
C  2.62773  -0.00727  -1.83749  -0.328
C  -2.51855  -0.96768  -0.89900  -0.253
C  -1.21669  -1.45107  -0.82350  -0.186
C  -2.88317  -0.23529  0.25601  -0.252
C  -0.47402  2.73569  -0.60379  -0.171
H  -1.71206  0.08570  2.12113  0.210
H  -2.96885  -1.01999  -1.95937  0.222
H  -0.31973  -1.73703  1.14761  0.259
H  2.46878  -1.67127  -0.58653  0.232
H  2.13927  -0.43222  2.18879  0.238
H  -1.19079  3.40508  -0.99315  0.230
H  3.43862  -0.37722  -2.56445  0.206
H  -0.59229  -1.97015  -1.49291  0.213
H  2.05830  1.27883  2.09151  0.242
H  0.66038  0.41040  2.89555  0.243
H  -3.83783  0.35311  0.31609  0.224
H  2.28198  1.06373  -2.14464  0.200

* ΔE to the lowest compared entry with this formula, charge and spin: 50.4 kcal per mole
* 2S+1: 1
* SMILES: C#C[Si@](C)(C=C)C1C=CC=C1
* charge: 0
* HOMO level: -8.2 eV



Entry from the OMol25 dataset: a structure of composition C10H13AsF6NO4SSbV at a distorted geometry (ωB97M-V with the def2-TZVPD basis set).

Last column: Mulliken charge in e.
Cartesian coordinates (Å):
Sb  -4.39331  -0.81669  0.23818  2.464
As  -0.66345  2.31492  -2.36276  0.645
V  -0.76089  -0.13014  0.13862  1.492
S  -0.26944  2.01806  -0.18278  -0.064
F  -1.13079  -0.51004  -1.37622  -0.368
F  -5.49293  0.68542  -0.12800  -0.412
F  -3.83536  -1.07128  -1.56981  -0.457
F  -2.95089  0.66633  0.31654  -0.599
F  -5.47367  -1.94204  1.33914  -0.356
F  -2.76395  -1.76620  0.92112  -0.561
O  5.26513  -3.00930  3.77396  -0.502
O  -0.68072  -0.07173  1.79051  -0.503
O  0.81630  -0.85902  0.10544  -0.237
O  3.59322  -3.17295  5.14957  -0.516
N  4.13847  -2.92301  4.12640  0.974
C  3.57229  -2.55083  1.70342  -0.424
C  -0.55362  4.24292  -2.63427  -0.920
C  2.74104  -2.08609  0.70189  -0.738
C  3.19655  -2.39415  3.04483  -0.055
C  2.02617  -1.78988  3.42204  -0.689
C  1.55671  -1.38272  1.02067  0.819
C  1.19004  -1.22660  2.42374  0.297
C  -2.40990  1.74714  -3.01959  -0.940
C  0.01971  -0.50412  2.74178  -0.012
C  0.80703  1.36526  -3.22918  -0.990
H  -2.55161  0.66740  -2.94177  0.283
H  0.58816  0.29380  -3.28376  0.348
H  -2.42296  2.02816  -4.08368  0.456
H  4.52143  -3.01716  1.45897  0.537
H  1.72710  1.52919  -2.65826  0.394
H  1.75210  -1.73399  4.46898  0.558
H  -0.62927  4.44841  -3.71049  0.412
H  0.38996  4.65711  -2.26305  0.404
H  -1.39325  4.74686  -2.13762  0.397
H  0.93743  1.77059  -4.24148  0.444
H  -3.21152  2.28921  -2.50625  0.377
H  -0.26689  -0.29530  3.78097  0.539
H  3.01558  -2.21752  -0.33783  0.505

* ΔE to the lowest compared entry with this formula, charge and spin: 54.0 kcal per mole
* 2S+1: 1
* charge: +3
* HOMO level (alpha / beta): -19.1 / -19.1 eV



Entry from the OMol25 dataset: a structure of composition C10H13AsNO2S7SbY at a distorted geometry (ωB97M-V with the def2-TZVPD basis set).

Last column: natural (NBO) charge in e.
Cartesian coordinates (Å):
Sb  3.55076  2.53921  0.09401  1.386
Y  0.81542  1.14557  -0.56925  1.465
As  2.53905  -2.28600  -0.87734  1.463
S  -1.13513  2.76682  -1.42966  -0.081
S  1.51763  3.45031  1.01572  -0.818
S  3.12638  0.25738  0.71489  -0.924
S  -2.53196  -0.40574  0.73373  2.323
S  2.73224  2.20324  -2.15321  -0.871
S  0.63308  -1.57622  -1.51832  -0.632
S  5.53660  3.51349  0.14063  -0.746
O  -3.27323  -1.41217  0.08180  -0.921
O  -1.94873  -0.78104  1.99099  -0.925
N  -1.47407  0.45833  -0.21060  -0.921
C  -3.28143  1.94976  0.05594  -0.151
C  2.73591  -2.85259  1.04183  -0.933
C  -3.64678  0.99647  1.02477  -0.253
C  4.17600  -1.53808  -1.61913  -0.952
C  -5.18771  3.21783  0.80956  -0.207
C  -4.00325  3.12931  0.01479  -0.134
C  -4.68188  1.16854  1.87645  -0.200
C  -5.51438  2.22275  1.66722  -0.195
C  -2.02024  1.60734  -0.62450  0.117
C  2.65664  -4.08396  -1.44735  -0.997
H  4.90580  -2.41560  -1.48288  0.217
H  3.64728  -4.42683  -1.06328  0.221
H  -5.87146  4.10880  0.70961  0.217
H  1.84752  -4.67324  -0.94384  0.248
H  4.58947  -0.64457  -1.12799  0.298
H  3.27750  -3.77250  1.02260  0.216
H  1.67581  -3.14033  1.40437  0.247
H  3.08745  -2.01760  1.67386  0.275
H  3.95295  -1.33782  -2.70535  0.255
H  -3.72185  3.96587  -0.66880  0.240
H  2.63624  -4.10405  -2.49041  0.233
H  -4.97476  0.42027  2.58960  0.229
H  -6.37287  2.34704  2.26959  0.211

* 2S+1: 1
* charge: -1
* HOMO level: -4.8 eV



Entry from the OMol25 dataset: an isolated molecule of C10H13BF9NO3 (ωB97M-V with the def2-TZVPD basis set).

Last column: natural (NBO) charge in e.
Cartesian coordinates (Å):
F  4.57974  -0.60960  -1.03061  -0.302
F  0.71029  -0.04030  -4.27579  -0.300
F  4.38864  -2.62555  -1.81210  -0.298
F  2.85321  -1.83018  -0.50572  -0.303
F  2.95826  1.33979  -3.06911  -0.287
F  0.49531  1.79352  -3.13783  -0.298
F  2.16251  0.63019  -1.17501  -0.307
F  2.11084  -1.95078  -3.11039  -0.288
F  3.87801  -0.83523  -3.69986  -0.291
O  -0.83658  0.64834  -1.27836  -0.519
O  -0.43200  -1.37973  -2.14904  -0.519
O  -3.46125  0.71876  -0.13248  -0.857
N  -0.33174  1.27587  0.88786  -0.633
C  2.96764  -0.99619  -2.73213  0.554
C  0.77117  0.48445  -3.04389  0.555
C  2.22875  0.37825  -2.49966  0.582
C  3.71448  -1.52218  -1.47936  0.925
C  -0.24506  -0.20612  -2.10204  0.738
C  -2.96914  -1.24518  1.37293  -0.780
C  0.94926  1.60715  2.97015  -0.606
C  -3.60731  -0.74943  2.68960  -0.589
C  -0.32012  1.04895  2.33742  -0.225
C  -0.96238  0.21764  0.12415  -0.058
B  -2.51221  -0.07697  0.43077  0.975
H  -0.37984  -0.02736  2.52488  0.193
H  -3.14503  0.17214  3.05307  0.195
H  -3.68108  -1.88405  0.83866  0.244
H  -1.18834  1.52241  2.81451  0.176
H  -3.09850  1.37827  -0.73737  0.494
H  -0.74671  2.16961  0.64914  0.364
H  -3.50697  -1.49787  3.47832  0.209
H  1.02764  1.27941  4.00979  0.209
H  1.82517  1.24017  2.43179  0.216
H  -4.67165  -0.55100  2.55494  0.214
H  0.95130  2.69909  2.94654  0.205
H  -0.36930  -0.69497  0.25339  0.195
H  -2.10699  -1.88130  1.60282  0.215

* 2S+1: 1
* SMILES: CCN[C@H](OC(=O)C(F)(F)C(F)(F)C(F)(F)C(F)(F)F)B(O)CC
* charge: 0
* HOMO level: -9.1 eV